{
  "formula": "C5H6O2",
  "method": "ωB97M-V/def2-TZVPD",
  "de_lowest_ev": 4.748,
  "e_tot_ha": -344.4274,
  "lumo_ev": [-0.90, -0.90],
  "mol_weight_g_mol": 98.1,
  "homo_lumo_gap_ev": [7.952, 7.953],
  "homo_energy_ev": [-8.848, -8.849],
  "total_charge": 0,
  "species": ["C", "C", "C", "C", "C", "O", "O", "H", "H", "H", "H", "H", "H"],
  "xyz": [[0.602, -1.199, -0.005], [-0.788, 0.924, -0.283], [-0.602, -0.744, -0.330], [1.968, -1.323, -0.438], [-1.371, 1.412, 0.945], [-1.830, -1.053, -0.397], [-0.589, 1.403, -1.348], [2.183, -2.032, -1.286], [2.765, -1.559, 0.367], [1.985, -0.285, -0.873], [-1.296, 0.530, 1.560], [-2.361, 1.645, 0.836], [-0.666, 2.281, 1.252]]
}

{
  "formula": "C6H12N2",
  "method": "ωB97M-V/def2-TZVPD",
  "de_lowest_ev": 9.782,
  "e_tot_ha": -344.9684,
  "lumo_ev": 0.96,
  "mol_weight_g_mol": 112.2,
  "homo_lumo_gap_ev": 9.101,
  "homo_energy_ev": -8.144,
  "total_charge": 0,
  "species": ["C", "C", "C", "C", "C", "C", "H", "H", "H", "H", "H", "H", "H", "H", "H", "H", "H", "H", "N", "N"],
  "xyz": [[-0.245, 0.335, -2.423], [-0.312, -1.313, -0.481], [0.733, -1.247, 0.902], [0.144, -0.008, 1.121], [0.864, 1.240, 1.448], [0.448, 0.873, -0.123], [0.794, 0.357, -2.749], [-0.869, 1.216, -2.498], [-1.039, -0.243, -3.019], [-0.202, -2.030, -1.650], [-1.465, -1.513, 0.139], [1.852, -1.317, 0.768], [0.458, -2.306, 1.398], [-1.257, 1.036, 2.293], [-1.868, 0.128, 0.974], [0.471, 2.140, 2.231], [1.877, 1.724, 1.306], [1.363, 0.802, -0.467], [-0.595, 0.075, -0.890], [-1.150, 0.049, 1.720]]
}

{
  "formula": "C33H20BrF5N3ORuS2",
  "method": "ωB97M-V/def2-TZVPD",
  "de_lowest_ev": 0.136,
  "e_tot_ha": -5473.6524,
  "lumo_ev": [0.25, -0.56],
  "mol_weight_g_mol": 814.6,
  "homo_lumo_gap_ev": [7.470, 6.927],
  "homo_energy_ev": [-7.218, -7.489],
  "multiplicity": 2,
  "total_charge": 0,
  "s_squared": 0.762,
  "species": ["Ru", "S", "C", "C", "C", "C", "C", "C", "C", "C", "C", "N", "H", "H", "H", "H", "H", "H", "O", "C", "C", "C", "N", "C", "Br", "C", "H", "H", "H", "H", "F", "C", "C", "F", "C", "F", "C", "S", "C", "F", "C", "F", "N", "C", "C", "C", "C", "C", "C", "C", "C", "C", "C", "C", "C", "C", "H", "H", "H", "H", "H", "H", "H", "H", "H", "H"],
  "xyz": [[0.804, -0.455, 1.059], [4.961, 0.433, 2.404], [4.096, 0.019, 3.824], [2.799, -0.308, 3.570], [2.463, -0.229, 2.180], [3.561, 0.161, 1.448], [3.446, 0.232, 0.011], [4.463, 0.527, -0.893], [4.190, 0.499, -2.245], [2.911, 0.167, -2.676], [1.943, -0.103, -1.730], [2.194, -0.051, -0.416], [4.599, 0.042, 4.778], [2.110, -0.600, 4.352], [5.452, 0.760, -0.524], [4.969, 0.720, -2.962], [2.665, 0.115, -3.727], [0.933, -0.367, -2.004], [-2.666, -0.983, 6.257], [-1.939, -0.941, 5.123], [-1.518, -2.076, 4.441], [-0.786, -1.919, 3.285], [-0.461, -0.722, 2.776], [-0.845, 0.353, 3.469], [-0.294, 2.024, 2.811], [-1.585, 0.307, 4.631], [-2.848, -1.898, 6.500], [-1.751, -3.070, 4.801], [-0.417, -2.767, 2.727], [-1.873, 1.210, 5.148], [-2.227, -4.460, -3.553], [-1.411, -4.060, -2.576], [-1.928, -3.540, -1.404], [-3.251, -3.458, -1.238], [-1.074, -3.125, -0.400], [-1.656, -2.642, 0.708], [0.318, -3.212, -0.506], [1.464, -2.710, 0.757], [0.795, -3.749, -1.698], [2.111, -3.863, -1.901], [-0.042, -4.166, -2.719], [0.467, -4.664, -3.850], [-0.470, 0.400, -0.048], [-0.952, 1.278, -0.808], [-0.655, 2.733, -0.634], [-1.640, 3.693, -0.842], [-1.372, 5.035, -0.614], [-0.111, 5.432, -0.192], [0.880, 4.480, 0.007], [0.608, 3.138, -0.208], [-1.838, 0.851, -1.939], [-2.683, -0.243, -1.785], [-3.450, -0.690, -2.850], [-3.370, -0.055, -4.082], [-2.524, 1.034, -4.244], [-1.766, 1.490, -3.175], [-2.624, 3.387, -1.176], [-2.150, 5.772, -0.767], [0.100, 6.480, -0.020], [1.868, 4.782, 0.332], [1.374, 2.390, -0.037], [-2.732, -0.738, -0.821], [-4.110, -1.539, -2.718], [-3.966, -0.409, -4.914], [-2.454, 1.530, -5.204], [-1.109, 2.341, -3.300]]
}

{
  "formula": "C4H13NO2",
  "method": "ωB97M-V/def2-TZVPD",
  "de_lowest_ev": 3.113,
  "e_tot_ha": -365.3281,
  "lumo_ev": 0.29,
  "mol_weight_g_mol": 107.2,
  "homo_lumo_gap_ev": 10.055,
  "homo_energy_ev": -9.767,
  "total_charge": 0,
  "smiles": "C=NCCC.O.O",
  "species": ["C", "N", "C", "C", "C", "H", "H", "H", "H", "H", "H", "H", "H", "H", "O", "H", "H", "O", "H", "H"],
  "xyz": [[-2.452, 1.518, 1.049], [-1.243, 1.630, 1.416], [-0.323, 1.083, 0.273], [0.865, 2.102, -0.196], [1.393, 1.413, -1.569], [-2.860, 0.952, 0.178], [-3.281, 2.186, 1.566], [-0.001, 0.062, 0.527], [-0.870, 1.173, -0.724], [0.388, 3.070, -0.360], [1.381, 2.179, 0.791], [0.419, 1.717, -2.101], [2.342, 1.910, -1.967], [1.540, 0.280, -1.647], [-2.157, -5.053, 1.308], [-2.953, -4.614, 1.112], [-1.501, -4.686, 0.662], [3.179, -1.970, -0.297], [3.507, -2.279, 0.534], [2.628, -2.675, -0.558]]
}